one.
This record from OMol25 describes a 2-piece molecular cluster, C6H8N2O2 overall. The level of theory is ωB97M-V/def2-TZVPD.

Cartesian coordinates (Å):
C1 1.9092 -0.2931 1.7018
N1 -0.0881 1.4963 -0.9711
C2 0.6168 -0.7813 2.0440
C3 -1.3332 1.2539 -0.4184
H1 2.4459 -0.8199 1.0090
O1 1.9638 0.7048 -1.5550
H2 -0.1754 -0.0220 2.5600
H3 0.2826 2.4162 -0.8424
H4 -2.9029 0.1704 -0.1179
O2 -1.5918 -2.2839 -0.8538
H5 0.0576 -1.7130 1.6940
H6 0.7062 -1.4469 -1.9764
C4 -1.2095 -1.1420 -0.9217
C5 0.8235 0.3872 -1.3410
H7 2.2487 0.6166 2.1692
N2 0.1185 -0.8099 -1.5214
C6 -1.9115 0.0814 -0.4808
H8 -1.9603 2.1852 -0.1781

Computed properties:
Lowest unoccupied orbital energy in Eh: 0.0228
Molar mass in g mol⁻¹: 140.1
2S+1: 1
Net charge: 0
Highest occupied orbital energy in eV: -9.46
Orbital gap in eV: 10.08
SMILES: O=c1cc[nH]c(=O)[nH]1.C=C



two.
This record from OMol25 describes a 2-piece molecular cluster, C6H8N2O2 overall. The level of theory is ωB97M-V/def2-TZVPD.

Cartesian coordinates (Å):
H1 -0.1610 0.7896 2.1543
C1 0.2847 1.4921 0.2845
O1 0.0182 2.7031 0.4305
C2 -2.3436 -0.6169 -0.3241
H2 -3.2859 -1.3298 -0.3405
N1 0.3124 0.4372 1.2960
C3 -1.4127 -1.0816 -1.2402
H3 -1.5744 -1.9954 -1.8725
H4 -0.5599 -0.5979 -1.4577
C4 1.1452 -1.1474 -0.4023
C5 0.3403 -0.9462 0.7749
O2 -0.0721 -1.8088 1.5704
H5 1.5393 -2.1201 -0.4727
N2 0.8172 1.1209 -0.9771
H6 -2.2269 0.2047 0.3893
C6 1.3086 -0.1730 -1.2391
H7 1.0794 2.0269 -1.5152
H8 1.7791 -0.2015 -2.2467

Computed properties:
Lowest unoccupied orbital energy in Eh: 0.0034
Molar mass in g mol⁻¹: 140.1
2S+1: 1
Net charge: 0
Highest occupied orbital energy in eV: -9.46
Orbital gap in eV: 9.56
SMILES: O=c1cc[nH]c(=O)[nH]1.C=C



three.
This record from OMol25 describes one molecule with the formula C6H8N2O2. The level of theory is ωB97M-V/def2-TZVPD.

Cartesian coordinates (Å):
C1 -1.5920 -1.2030 -0.0573
H1 -2.6268 0.5294 0.7997
N1 2.1115 1.4386 -0.1896
H2 0.8288 -0.4126 -1.6201
O1 -0.2140 -1.3558 -0.1508
H3 -0.9352 0.1381 1.5141
C2 -0.7884 0.8593 -0.5563
O2 1.7434 2.4830 0.3504
C3 -1.5709 0.1364 0.5760
N2 3.2785 -1.7488 0.2329
C4 1.5901 0.2127 0.3122
H4 -0.4393 1.8312 -0.2848
H5 -2.1062 -1.9720 0.5140
C5 2.5416 -0.8607 0.3253
H6 -1.9624 -1.2208 -1.0472
H7 -1.4032 1.0056 -1.4246
H8 1.2357 0.3427 1.3643
C6 0.3088 -0.2033 -0.6584

Computed properties:
Lowest unoccupied orbital energy in Eh: -0.0323
Molar mass in g mol⁻¹: 140.1
2S+1: 1
Net charge: 0
Highest occupied orbital energy in eV: -9.82
Orbital gap in eV: 8.94
SMILES: N#C[C@@H](N=O)[C@@H]1CCCO1



four.
This record from OMol25 describes C6H8N2O2 as an isolated structure. The level of theory is ωB97M-V/def2-TZVPD.

Cartesian coordinates (Å):
C1 -3.8256 -0.1388 -0.0510
H1 0.7712 -1.6320 -1.5655
O1 1.8735 -2.6806 -0.2180
H2 1.7322 1.3954 -1.4430
O2 -2.6103 0.5088 -0.0361
N1 -1.6754 -0.3859 0.4687
H3 -3.7878 -1.1669 -0.3647
H4 1.7487 2.4707 -0.0772
C2 0.8082 -0.7353 0.5680
C3 -0.4592 0.0151 0.2948
C4 1.3804 1.5369 -0.4779
C5 1.1553 -1.7658 -0.4913
N2 0.0269 1.5944 -0.5210
H5 0.8886 -1.0492 1.5842
C6 1.9069 0.5482 0.5458
H6 2.8633 0.1827 0.3482
H7 1.8883 0.8503 1.6277
H8 -4.6853 0.4518 -0.1917

Computed properties:
Lowest unoccupied orbital energy (alpha / beta) in Eh: 0.0184 / -0.0330
Molar mass in g mol⁻¹: 140.1
2S+1: 1
Net charge: 0
Highest occupied orbital energy (alpha / beta) in eV: -9.86 / -7.82
Orbital gap (alpha / beta) in eV: 10.37 / 6.93



Sorted by energy, starting with the most stable: one, two, three, four.



one.
This record from OMol25 describes a 2-piece molecular cluster, C6H8N2O2 overall. The level of theory is ωB97M-V/def2-TZVPD.

Cartesian coordinates (Å):
H1 -1.1179 -1.8977 0.4219
C1 3.1171 0.4206 1.4433
C2 -1.7898 -0.0984 0.5534
O1 -2.7437 -0.5071 1.2141
C3 -1.6297 1.2344 -0.0045
N1 -0.8759 -0.9808 0.1271
H2 0.9254 0.6243 -1.9088
H3 -2.3832 1.8773 0.3613
C4 0.2018 -0.6961 -0.7171
H4 3.4172 -0.4214 2.0064
H5 2.5218 -0.9182 -0.0161
O2 0.8590 -1.5866 -1.1092
C5 -0.5821 1.5837 -0.7803
C6 2.4275 0.1182 0.3194
N2 0.3125 0.5766 -1.1201
H6 -0.3495 2.6156 -1.1375
H7 3.4553 1.3843 1.9394
H8 2.0830 0.9400 -0.4404

Computed properties:
Lowest unoccupied orbital energy in Eh: 0.0131
Molar mass in g mol⁻¹: 140.1
2S+1: 1
Net charge: 0
Highest occupied orbital energy in eV: -9.52
Orbital gap in eV: 9.88
SMILES: O=c1cc[nH]c(=O)[nH]1.C=C



two.
This record from OMol25 describes a 2-piece molecular cluster, C6H8N2O2 overall. The level of theory is ωB97M-V/def2-TZVPD.

Cartesian coordinates (Å):
H1 1.8057 2.4483 1.6599
H2 0.1676 0.9159 3.7697
H3 -2.5818 -1.3773 -1.5232
O1 2.0810 0.5261 -0.3713
H4 1.2674 -0.2660 -2.9680
H5 0.1865 0.2901 1.1859
N1 -0.1132 -0.0870 0.2373
H6 -0.0445 2.5947 1.4624
C1 0.9441 1.2756 2.9978
C2 0.9669 0.1738 -0.6893
H7 -1.1166 -0.4672 -3.2585
C3 -0.6442 -0.5868 -2.1899
O2 -1.9399 -1.5536 0.8892
C4 -1.1884 -0.9951 0.0664
N2 -1.5797 -0.9245 -1.3146
H8 1.9121 0.8309 3.2991
C5 0.5943 -0.2254 -2.0844
C6 0.8480 2.0797 1.8612

Computed properties:
Lowest unoccupied orbital energy in Eh: 0.0173
Molar mass in g mol⁻¹: 140.1
2S+1: 1
Net charge: 0
Highest occupied orbital energy in eV: -9.19
Orbital gap in eV: 9.66
SMILES: O=c1cc[nH]c(=O)[nH]1.C=C



Sorted by energy, starting with the most stable: one, two.



one.
This record from OMol25 describes one molecule with the formula C6H11NO3. The level of theory is ωB97M-V/def2-TZVPD.

Cartesian coordinates (Å):
C1 -0.4008 0.9206 0.5616
O1 1.4612 1.2856 -1.4626
H1 -2.0349 0.2475 -0.7378
N1 0.3734 -0.1860 -0.2332
H2 1.5909 -1.8563 -1.1899
C2 1.2982 0.1035 -1.1339
H3 0.8155 2.3047 0.1767
C3 -1.5448 1.1347 -0.2755
C4 -0.9080 -1.3769 1.2254
H4 3.1709 -1.0448 -1.7905
H5 -2.3474 1.8202 0.0697
H6 -1.5135 0.3360 2.4092
H7 0.2544 0.0166 2.4202
H8 1.8239 -1.2436 -2.7915
C5 -0.6892 -0.0169 1.8368
O2 0.4231 1.9019 0.9127
H9 -1.9544 -1.3956 1.0089
O3 -0.1643 -1.4206 0.0184
C6 2.0069 -1.0457 -1.7864
H10 -0.4424 -2.1770 1.8791
H11 -1.2186 1.6919 -1.1172

Computed properties:
Lowest unoccupied orbital energy in Eh: 0.0310
Molar mass in g mol⁻¹: 145.2
2S+1: 1
Net charge: 0
Highest occupied orbital energy in eV: -8.72
Orbital gap in eV: 9.57
SMILES: CC(=O)N1OCC[C@@]1(C)O



two.
This record from OMol25 describes a 2-piece molecular cluster, C6H11NO3 overall. The level of theory is ωB97M-V/def2-TZVPD.

Cartesian coordinates (Å):
C1 -2.3521 0.0773 1.5458
H1 4.4840 0.9123 1.0727
O1 -1.8399 -1.5852 -0.1834
O2 0.4881 -0.8376 -0.9223
H2 -2.3450 -2.2468 0.3122
H3 2.0141 1.2861 0.8503
H4 5.1605 -0.5646 0.1745
H5 -0.0499 0.7897 0.1133
H6 -2.9876 -0.5773 2.1580
H7 -1.0889 0.1934 -1.6344
O3 -1.6779 1.8643 -0.6219
H8 -3.4533 -0.2845 -0.2701
C2 4.3023 0.0450 0.4366
C3 -2.4111 -0.3197 0.0812
H9 2.9060 -1.1375 -0.6503
H10 -2.6988 1.1088 1.6730
C4 3.0921 -0.2710 -0.0149
C5 -1.6489 0.6592 -0.7928
H11 -1.3176 0.0073 1.9172
C6 0.7016 0.1050 -0.2156
N1 1.9300 0.4581 0.2661

Computed properties:
Lowest unoccupied orbital energy in Eh: 0.0285
Molar mass in g mol⁻¹: 145.2
2S+1: 1
Net charge: 0
Highest occupied orbital energy in eV: -9.03
Orbital gap in eV: 9.80
SMILES: C[C@H](O)C=O.C=CNC=O



three.
This record from OMol25 describes one molecule with the formula C6H11NO3. The level of theory is ωB97M-V/def2-TZVPD.

Cartesian coordinates (Å):
H1 1.2967 1.7847 -0.4071
C1 -0.9340 0.1504 0.4877
H2 -1.7520 0.8536 0.7342
O1 0.1582 1.3850 2.2025
C2 1.1021 -0.7624 1.7726
O2 -0.1994 -1.3504 -2.2700
C3 0.1356 0.3583 1.5705
H3 0.4723 2.2796 -1.8869
H4 -0.2464 2.6345 -0.3088
H5 0.3780 -2.0615 -2.5911
C4 -0.4124 0.5690 -0.9139
H6 0.5848 -1.7168 1.7520
C5 0.3240 1.9047 -0.8769
C6 0.4795 -0.5205 -1.4725
O3 1.6551 -0.6483 -1.2606
N1 -1.3612 -1.2399 0.4522
H7 1.8060 -0.7541 0.9408
H8 -1.2845 0.6340 -1.5733
H9 1.6458 -0.6268 2.7034
H10 -1.9649 -1.4049 -0.3461
H11 -1.8834 -1.4683 1.2913

Computed properties:
Lowest unoccupied orbital energy in Eh: 0.0241
Molar mass in g mol⁻¹: 145.2
2S+1: 1
Net charge: 0
Highest occupied orbital energy in eV: -9.45
Orbital gap in eV: 10.11
SMILES: CC(=O)[C@H](N)[C@@H](C)C(=O)O



Sorted by energy, starting with the most stable: three, two, one.



one.
This record from OMol25 describes a 2-piece molecular cluster, C3H11N2 overall. The level of theory is ωB97M-V/def2-TZVPD.

Cartesian coordinates (Å):
H1 -0.5178 3.4363 -0.1536
N1 -0.2868 1.4851 0.6449
N2 1.4256 -2.0441 -1.0765
H2 0.2042 1.3282 -0.2352
H3 -1.4231 -1.2789 0.5814
C1 -0.9512 2.8254 0.6394
H4 -0.8879 0.6641 0.8058
H5 0.3809 1.3492 1.4063
H6 -2.0403 2.7208 0.5592
H7 1.8994 -1.9452 -1.9575
H8 1.7531 -2.7848 -0.4783
C2 -0.3802 -1.5301 0.4091
C3 0.2685 -1.4050 -0.7561
H9 -0.1421 -2.2616 1.1861
H10 -0.7717 3.3474 1.5786
H11 -0.1196 -0.7970 -1.5741

Computed properties:
Lowest unoccupied orbital energy in Eh: -0.1271
Molar mass in g mol⁻¹: 75.1
2S+1: 1
Net charge: +1
Highest occupied orbital energy in eV: -12.17
Orbital gap in eV: 8.71



two.
This record from OMol25 describes a 2-piece molecular cluster, C3H11N2 overall. The level of theory is ωB97M-V/def2-TZVPD.

Cartesian coordinates (Å):
H1 1.8867 0.9362 -1.1910
H2 -1.6022 0.6903 -0.7620
H3 3.4984 1.1223 -0.4409
H4 3.3900 -1.3161 0.1761
H5 -1.8889 -1.4422 -1.0347
H6 -2.8308 2.0665 0.5172
H7 -3.2230 0.8230 1.6620
H8 -2.5597 -1.8578 0.4570
C1 -2.2706 0.2309 -0.0465
H9 2.0609 -1.2960 -0.9740
C2 2.3962 -0.8124 -0.0137
N1 -2.8063 1.0802 0.7590
C3 2.5146 0.6933 -0.2072
H10 1.6427 -1.0771 0.7291
N2 -2.2783 -1.1075 -0.2117
H11 2.0705 1.2663 0.5811

Computed properties:
Lowest unoccupied orbital energy in Eh: -0.1537
Molar mass in g mol⁻¹: 75.1
2S+1: 1
Net charge: +1
Highest occupied orbital energy in eV: -13.97
Orbital gap in eV: 9.79



three.
This record from OMol25 describes a 2-piece molecular cluster, C3H11N2 overall. The level of theory is ωB97M-V/def2-TZVPD.

Cartesian coordinates (Å):
H1 0.4101 -1.7398 0.9064
H2 0.4643 2.0899 0.3244
C1 -1.3135 0.9365 0.0963
N1 1.2106 -1.0669 0.9433
C2 -1.6480 0.1845 -1.2455
H3 0.9463 0.0900 0.4998
H4 -1.1019 -0.8172 -1.4659
H5 2.6921 -2.4475 1.2802
H6 -2.7705 -0.3218 -1.0553
H7 -1.8066 1.0408 -2.0070
H8 -1.9243 1.7643 0.3189
N2 0.2498 1.2143 0.0241
H9 0.5808 0.9539 -1.0361
H10 -1.5437 0.2791 1.0146
C3 2.4301 -1.4171 0.8663
H11 3.1246 -0.7433 0.5354

Computed properties:
Lowest unoccupied orbital energy in Eh: -0.1595
Molar mass in g mol⁻¹: 75.1
2S+1: 1
Net charge: +1
Highest occupied orbital energy in eV: -14.82
Orbital gap in eV: 10.48



Sorted by energy, starting with the most stable: two, one, three.